(1)
{
  "formula": "C26H24Cl3MnN4O5",
  "method": "ωB97M-V with the def2-TZVPD basis set",
  "total_charge": -1,
  "spin_multiplicity": 2,
  "homo_energy_ev": [-4.165, -3.812],
  "elements": ["Mn", "Cl", "Cl", "Cl", "O", "O", "O", "O", "O", "N", "N", "N", "N", "C", "C", "C", "C", "C", "C", "C", "C", "C", "C", "C", "C", "C", "C", "C", "C", "C", "C", "C", "C", "C", "C", "C", "C", "C", "C", "H", "H", "H", "H", "H", "H", "H", "H", "H", "H", "H", "H", "H", "H", "H", "H", "H", "H", "H", "H", "H", "H", "H", "H"],
  "xyz": [[-0.0002, 0.2927, -0.1409], [-2.9995, -1.8251, -3.8036], [-3.4184, -4.1342, -2.1012], [-0.7572, -3.1230, -2.5062], [1.2393, -0.6657, -1.3461], [-3.7863, -1.6832, -0.6259], [-1.4265, 0.9923, 1.3256], [-0.5703, 1.5067, -1.6473], [-1.7006, -0.8763, -0.9146], [1.2011, -0.3630, 1.3704], [1.0999, 2.0476, 0.5128], [-3.3234, -0.1832, 1.6643], [-1.2358, -2.5012, 1.5211], [-0.1149, 2.5930, -2.1229], [-2.9615, -4.6709, 1.6520], [-2.7513, -1.0333, 2.6925], [3.2413, -4.2294, -0.6598], [-0.1382, 4.2438, -3.9310], [1.2519, 0.5945, 2.4464], [-2.4415, -2.6594, -2.3213], [-3.3004, 1.4862, -0.0857], [2.9554, -3.7661, -1.9565], [0.8563, 3.4180, -1.4679], [1.3952, 3.0774, -0.1787], [-1.7642, -4.7641, 0.9628], [1.2941, 4.6124, -2.0631], [-2.4068, -2.4022, 2.1501], [2.1779, -2.2295, 0.2226], [-2.5923, 0.7273, 0.9989], [1.8548, -1.7546, -1.0907], [-0.5919, 3.0735, -3.3843], [-0.9312, -3.6530, 0.9338], [1.7742, 1.8823, 1.8014], [2.3110, -2.5766, -2.1688], [-2.6571, -1.6420, -1.1312], [1.9357, -1.4040, 1.3793], [2.8679, -3.4391, 0.4009], [0.8196, 5.0416, -3.2792], [-3.2892, -3.4689, 2.2609], [2.5002, -1.6540, 2.2862], [1.8935, 0.2695, 3.2740], [-0.5272, 4.5595, -4.8939], [-1.3218, 2.4566, -3.8941], [2.1050, -2.2188, -3.1704], [-4.2277, -3.3463, 2.7876], [-2.5739, 1.7680, -0.8432], [-4.0491, -0.5960, 1.0896], [-3.6405, -5.5136, 1.6999], [2.1193, 3.8002, 0.2233], [-4.1027, 0.8978, -0.5271], [0.2378, 0.7568, 2.8090], [-3.7202, 2.3867, 0.3725], [3.2527, -4.3618, -2.8133], [2.0321, 5.2053, -1.5290], [3.7606, -5.1656, -0.5051], [2.8542, 1.7934, 1.6389], [1.1723, 5.9631, -3.7232], [-3.4724, -1.1256, 3.5091], [-1.8549, -0.5526, 3.0760], [0.0193, -3.6839, 0.4065], [3.1077, -3.7441, 1.4161], [1.5967, 2.7391, 2.4593], [-1.4750, -5.6693, 0.4455]]
}

(2)
{
  "formula": "C26H24ClN4O2V",
  "method": "ωB97M-V with the def2-TZVPD basis set",
  "total_charge": 1,
  "spin_multiplicity": 4,
  "homo_energy_ev": [-9.933, -9.934],
  "elements": ["V", "Cl", "O", "O", "N", "N", "N", "N", "C", "C", "C", "C", "C", "C", "C", "C", "C", "C", "C", "C", "C", "C", "C", "C", "C", "C", "C", "C", "C", "C", "C", "C", "C", "C", "H", "H", "H", "H", "H", "H", "H", "H", "H", "H", "H", "H", "H", "H", "H", "H", "H", "H", "H", "H", "H", "H", "H", "H"],
  "xyz": [[10.5425, 15.0718, 6.7131], [10.2484, 5.2052, 8.3939], [8.5370, 11.6754, 8.0366], [10.7125, 11.7221, 7.3239], [11.8831, 15.4077, 5.3979], [8.5727, 14.8029, 6.4513], [10.4884, 15.0979, 8.6772], [9.9778, 17.2117, 7.0165], [12.0838, 17.8549, 5.6392], [10.6093, 16.3034, 9.2723], [14.5980, 15.0172, 5.4827], [10.6899, 14.0132, 10.8763], [8.6517, 8.8413, 8.1768], [12.3964, 14.1404, 5.2007], [13.7273, 13.9005, 5.3307], [6.4415, 15.6757, 7.0487], [10.5327, 17.5232, 8.4250], [5.9201, 14.4083, 7.1766], [11.0192, 15.2775, 11.4765], [12.7025, 16.5113, 5.5271], [10.5835, 17.9667, 5.9057], [9.6345, 11.1673, 7.7294], [10.0254, 6.8355, 7.9762], [14.0876, 16.2932, 5.4612], [8.4562, 17.2056, 6.8626], [8.0271, 13.6005, 6.2867], [7.8402, 15.8369, 6.8884], [10.8948, 16.4291, 10.6393], [9.6855, 9.7047, 7.7587], [10.8497, 9.0185, 7.3537], [10.3996, 13.9616, 9.5347], [6.7121, 13.3600, 6.7063], [8.7811, 7.4775, 8.3258], [10.9902, 7.6289, 7.3266], [11.6137, 17.8017, 8.3160], [11.6913, 9.6752, 7.0238], [6.4158, 12.2859, 6.7941], [4.9103, 14.2327, 7.5576], [8.6355, 12.8394, 5.7759], [10.0645, 17.7241, 4.9611], [12.3377, 18.3705, 4.6801], [5.8978, 16.5882, 7.1900], [8.0139, 6.8823, 8.8561], [8.2623, 17.7284, 5.9325], [10.4241, 19.0572, 6.0173], [14.7332, 17.1757, 5.4081], [11.7162, 13.3619, 4.9295], [10.5965, 13.1331, 11.5034], [9.9010, 18.2734, 8.9862], [7.6266, 9.2966, 8.2758], [14.1693, 12.8516, 5.1589], [10.0367, 13.0738, 8.9696], [12.6358, 18.3460, 6.4719], [11.8942, 7.1816, 6.8922], [11.3379, 15.4553, 12.5160], [11.0628, 17.3944, 11.1026], [15.6192, 14.9440, 5.7398], [8.0484, 17.8114, 7.6593]]
}

(3)
{
  "formula": "C26H24FN2O2",
  "method": "ωB97M-V with the def2-TZVPD basis set",
  "total_charge": 1,
  "spin_multiplicity": 1,
  "homo_energy_ev": -11.253,
  "elements": ["F", "O", "O", "N", "N", "C", "C", "C", "C", "C", "C", "C", "C", "C", "C", "C", "C", "C", "C", "C", "C", "C", "C", "C", "C", "C", "C", "C", "C", "C", "C", "H", "H", "H", "H", "H", "H", "H", "H", "H", "H", "H", "H", "H", "H", "H", "H", "H", "H", "H", "H", "H", "H", "H", "H"],
  "xyz": [[-7.1481, -1.9176, 1.3574], [7.2241, 0.9195, -0.0127], [0.4389, -0.3826, -4.6454], [1.7778, 1.2276, -1.0875], [-1.7273, -0.3156, -4.0499], [-2.5883, -0.3360, 0.6124], [0.8829, 1.7535, -0.2002], [-0.4234, 2.0221, -0.5920], [4.0940, 1.4946, -1.7662], [-0.4647, -1.4312, 1.2766], [3.1604, 1.1885, -0.7700], [-2.5025, -2.1232, 2.4070], [-1.7720, -3.0532, 3.1386], [3.5710, 0.8143, 0.5116], [0.2699, -2.3005, 2.0719], [-1.8538, -1.3296, 1.4750], [-4.0876, -0.1610, 0.5662], [-0.4102, -0.0282, -3.8340], [-6.7981, 0.3625, 0.6768], [7.7170, 0.1922, 1.1254], [4.9273, 0.6480, 0.7914], [-0.0080, 0.7368, -2.6033], [-0.8812, 1.5160, -1.8129], [-0.3851, -3.1121, 3.0088], [-4.9623, -1.2373, 0.7531], [-6.3126, -0.9260, 0.8956], [-4.5611, 1.0989, 0.1567], [-5.9225, 1.3726, 0.2450], [5.8802, 1.0007, -0.2014], [1.3444, 0.7513, -2.3035], [5.4479, 1.4849, -1.4667], [8.7942, 0.3470, 1.1019], [2.8254, 0.5723, 1.2729], [7.4765, -0.8723, 1.0515], [-1.9553, 1.5339, -2.0509], [-2.4672, -0.0970, -3.4120], [2.1343, 0.4248, -2.9781], [5.2412, 0.2488, 1.7629], [1.3521, -2.3015, 1.9889], [-6.2936, 2.3724, 0.0162], [-2.1539, 0.6434, 0.8506], [-1.9793, -0.6881, -4.9512], [7.2849, 0.5481, 2.0659], [1.2823, 2.1343, 0.7397], [-1.1073, 2.4751, 0.1444], [6.1982, 1.7889, -2.1971], [-4.5868, -2.2614, 0.8554], [-3.5777, -2.0197, 2.5198], [-7.8510, 0.5585, 0.8311], [-2.3435, -0.6898, -0.3718], [-2.3071, -3.6740, 3.8460], [-3.8542, 1.8632, -0.1895], [3.7542, 1.7575, -2.7676], [0.0154, -0.8117, 0.5096], [0.1907, -3.7828, 3.6375]]
}

Here are the calculated largest force on an atom numbers, same order: 1.7 4.2 2.0 (eV Å⁻¹).